Record 1
{"formula": "C23H18BrClFN3OS2", "method": "the ωB97M-V functional and the def2-TZVPD basis", "symbols": ["O", "S", "C", "C", "C", "C", "C", "C", "C", "H", "H", "Br", "H", "H", "H", "H", "C", "C", "N", "N", "C", "N", "C", "C", "C", "C", "C", "C", "H", "H", "H", "H", "H", "S", "C", "C", "C", "C", "C", "C", "C", "Cl", "H", "H", "H", "F", "H", "H", "H", "H"], "positions_angstrom": [[2.854689, 1.684944, -1.411012], [3.936707, 0.709349, -1.293615], [3.441818, -0.762692, -2.351807], [2.379806, -0.317181, -3.291533], [2.694916, 0.491269, -4.378788], [1.704697, 0.962378, -5.218901], [0.387175, 0.626413, -4.958838], [0.047349, -0.170842, -3.880503], [1.048730, -0.637251, -3.048968], [0.793132, -1.262900, -2.207384], [-0.985511, -0.418945, -3.689061], [-0.982676, 1.272085, -6.114475], [1.950698, 1.590046, -6.061613], [3.724492, 0.759887, -4.566414], [4.357948, -1.052550, -2.863540], [3.088497, -1.560570, -1.700819], [3.704862, -0.115414, 0.396410], [2.332609, -0.592988, 0.564911], [1.869240, -1.700939, 0.051024], [0.566362, -1.806637, 0.352730], [0.247626, -0.760670, 1.067020], [1.330440, 0.060095, 1.240696], [1.382904, 1.244005, 2.005995], [0.992505, 1.201875, 3.339276], [1.041767, 2.356389, 4.097857], [1.481625, 3.542557, 3.533419], [1.866272, 3.576968, 2.203737], [1.815735, 2.430914, 1.429800], [2.092578, 2.455829, 0.386231], [2.201398, 4.501339, 1.758683], [1.519605, 4.441288, 4.130280], [0.737790, 2.326772, 5.133084], [0.656090, 0.272005, 3.772819], [-1.328317, -0.403024, 1.684319], [-2.194396, -1.814308, 0.875624], [-3.652166, -1.750027, 1.168006], [-4.553986, -1.275370, 0.219254], [-5.913792, -1.194942, 0.450613], [-6.404784, -1.596259, 1.680314], [-5.544284, -2.069359, 2.654869], [-4.184515, -2.139887, 2.396716], [-3.128787, -2.725117, 3.627568], [-5.920339, -2.382653, 3.615548], [-7.462780, -1.539563, 1.881160], [-6.562286, -0.821419, -0.325181], [-4.081197, -0.888307, -0.980313], [-1.738382, -2.721400, 1.270145], [-1.992379, -1.732601, -0.190531], [4.417202, -0.935668, 0.411707], [3.963315, 0.643076, 1.133486]], "forces_ev_per_a": [[-0.9, 1.0, -0.1], [0.7, -1.3, 0.6], [0.3, 0.2, 0.3], [-0.1, 0.1, -0.1], [-0.1, -0.1, 0.1], [-0.1, 0.1, -0.1], [-0.1, 0.0, -0.1], [-0.1, 0.1, -0.1], [0.2, 0.0, 0.0], [0.0, 0.0, 0.1], [-0.1, 0.0, 0.0], [0.1, -0.1, 0.1], [0.0, 0.0, -0.1], [0.1, 0.0, 0.0], [0.0, 0.0, 0.0], [0.1, 0.0, -0.1], [0.3, 0.4, -0.7], [-0.2, -0.2, 0.0], [1.1, 0.0, -0.1], [-0.9, -0.1, 0.3], [0.0, 0.1, 0.0], [-0.2, -0.8, -0.5], [0.1, 0.6, 0.4], [0.1, -0.1, -0.1], [0.0, 0.0, 0.0], [0.0, 0.1, 0.0], [0.0, 0.0, 0.1], [-0.1, -0.1, 0.0], [0.0, -0.1, -0.1], [0.0, 0.1, 0.0], [0.0, 0.1, 0.1], [0.0, 0.0, 0.1], [0.0, -0.1, 0.0], [-0.6, 0.0, 0.0], [0.5, 0.2, 0.0], [0.0, 0.2, 0.0], [-0.1, -0.1, 0.2], [0.1, 0.0, -0.1], [0.1, 0.0, 0.0], [0.0, 0.0, 0.1], [-0.3, 0.1, -0.3], [0.1, -0.1, 0.2], [0.0, 0.0, 0.1], [-0.1, 0.0, 0.0], [0.0, 0.0, -0.1], [0.0, 0.0, 0.1], [-0.1, 0.0, -0.1], [0.0, -0.1, 0.1], [0.1, -0.1, 0.1], [0.1, 0.0, -0.1]], "nbo_charge": [-0.99, 1.24, -0.65, 0.06, -0.21, -0.24, -0.07, -0.22, -0.22, 0.23, 0.23, 0.04, 0.23, 0.21, 0.23, 0.28, -0.63, 0.31, -0.30, -0.33, 0.18, -0.40, 0.19, -0.24, -0.20, -0.20, -0.19, -0.25, 0.27, 0.22, 0.22, 0.22, 0.23, 0.28, -0.52, -0.16, 0.43, -0.28, -0.17, -0.25, 0.00, 0.02, 0.23, 0.22, 0.24, -0.32, 0.26, 0.26, 0.25, 0.25], "spin_multiplicity": 1, "mol_weight_g_mol": 550.91, "gap_ev": 9.04}

***

Record 2
{"formula": "C6H5ClO3", "method": "the ωB97M-V functional and the def2-TZVPD basis", "symbols": ["C", "C", "C", "C", "C", "C", "O", "O", "O", "Cl", "H", "H", "H", "H", "H"], "positions_angstrom": [[1.229884, 1.578590, 0.387169], [1.870031, -0.535838, -0.443401], [-0.040069, 0.946882, 0.670132], [-0.619611, 0.056440, -0.413410], [0.500032, -0.905301, -0.041794], [-2.039959, -0.499716, -0.208704], [1.639482, 2.601450, 0.818637], [2.679687, -1.274185, -0.872829], [1.955929, 0.900303, -0.564901], [0.438131, -2.344342, 0.921419], [-0.461271, 1.150025, 1.608077], [-0.199654, 0.397038, -1.406040], [-2.072649, -0.572059, 0.936855], [-1.977176, -1.482936, -0.745678], [-2.902784, -0.016353, -0.645530]], "forces_ev_per_a": [[-0.4, -0.3, -0.7], [-1.6, 1.9, -1.3], [1.1, -2.8, -1.8], [1.0, 0.6, -1.3], [-0.4, 1.7, 3.1], [1.7, -1.2, 0.6], [0.3, 0.9, 0.6], [0.9, 0.0, 0.3], [1.2, -1.8, -0.2], [-0.5, 0.5, -0.4], [-0.8, -0.3, 1.1], [-1.7, 0.1, 0.6], [-0.7, -0.4, -1.8], [-0.4, 0.4, 1.1], [0.2, 0.8, 0.1]], "nbo_charge": [0.73, 0.72, -0.24, -0.26, -0.08, -0.61, -0.51, -0.47, -0.53, 0.08, 0.24, 0.24, 0.22, 0.23, 0.24], "e_above_lowest_kj_mol": 173.8, "spin_multiplicity": 1, "mol_weight_g_mol": 160.56, "gap_ev": 8.09}

***

Record 3
{"formula": "C31H52AuGe2NO5", "method": "the ωB97M-V functional and the def2-TZVPD basis", "symbols": ["Au", "C", "C", "C", "C", "O", "Ge", "O", "C", "C", "C", "C", "O", "C", "C", "C", "C", "H", "H", "H", "H", "H", "H", "H", "H", "H", "H", "H", "H", "H", "H", "H", "H", "H", "H", "H", "H", "H", "H", "H", "H", "H", "H", "H", "C", "C", "C", "C", "C", "C", "N", "C", "C", "C", "C", "C", "C", "C", "O", "O", "C", "C", "H", "H", "H", "H", "H", "H", "H", "H", "H", "H", "H", "H", "H", "H", "C", "Ge", "C", "C", "C", "H", "H", "H", "H", "H", "H", "H", "H", "H", "H", "H"], "positions_angstrom": [[-0.723503, 0.089781, -0.432250], [-1.010700, -2.361604, -2.726054], [0.136860, -1.497147, -3.227725], [-0.331947, -0.564302, -4.335086], [1.283530, -2.374892, -3.717065], [0.587411, -0.658954, -2.146133], [2.135715, -0.884435, -1.048864], [0.889968, -1.636573, 0.229022], [1.141701, -2.219446, 1.474678], [2.618236, -2.134817, 1.867972], [0.666457, -3.673231, 1.464392], [0.286493, -1.504477, 2.509917], [1.693228, 0.737235, -0.237841], [2.255977, 2.037807, -0.382588], [1.162677, 2.965061, -0.902822], [2.710841, 2.488109, 1.003815], [3.436657, 2.020549, -1.348133], [-1.363265, -3.034303, -3.509643], [-1.845016, -1.732045, -2.412067], [-0.687748, -2.957117, -1.870146], [-0.783127, -1.126539, -5.154060], [0.505434, 0.012962, -4.728519], [-1.074575, 0.132161, -3.941575], [0.962866, -2.955135, -4.583315], [1.603868, -3.074672, -2.942485], [2.140271, -1.767687, -4.012159], [3.218495, -2.727993, 1.179068], [2.788307, -2.521980, 2.875798], [2.981507, -1.105514, 1.807880], [1.234811, -4.216021, 0.709794], [-0.388670, -3.724700, 1.191796], [0.813069, -4.167303, 2.426735], [1.476527, 0.098335, 3.122168], [0.395711, -1.896930, 3.520607], [-0.758311, -1.459561, 2.210636], [0.312593, 2.962280, -0.215067], [0.812529, 2.623188, -1.877949], [1.528867, 3.989134, -1.001069], [1.856273, 2.490202, 1.687905], [3.132013, 3.494616, 0.979555], [3.471343, 1.806795, 1.391190], [3.115430, 1.674844, -2.333070], [4.223970, 1.355560, -0.988941], [3.861296, 3.019085, -1.462073], [-1.471497, 8.199231, 3.413712], [-2.186780, 6.936026, 3.020964], [-3.432924, 7.020063, 2.400685], [-4.115058, 5.890224, 1.946387], [-3.569327, 4.652323, 2.154531], [-2.344694, 4.541249, 2.852318], [-1.897485, 3.270664, 3.081139], [-1.149057, 2.827413, 4.165050], [-1.211997, 3.486106, 5.376606], [-0.427666, 3.076843, 6.457359], [0.393919, 1.974630, 6.297189], [0.437594, 1.261194, 5.101521], [-0.336818, 1.647142, 3.991667], [-0.360606, 0.998747, 2.743369], [0.697876, -0.060233, 2.567543], [-1.125928, 1.080217, 1.771862], [-1.603103, 5.687124, 3.239066], [-0.188645, 5.599424, 3.737497], [-2.141224, 9.054057, 3.350332], [-0.623598, 8.393058, 2.753485], [-1.085909, 8.144172, 4.431647], [-3.868093, 7.998688, 2.242539], [-5.067500, 5.991210, 1.445828], [-4.081484, 3.752094, 1.840851], [-2.145890, 2.545729, 2.403792], [-1.896673, 4.319320, 5.477637], [-0.478098, 3.600619, 7.399539], [1.002790, 1.636412, 7.125030], [1.058775, 0.374300, 5.066538], [0.280075, 4.651574, 3.478286], [-0.125507, 5.715766, 4.821415], [0.402666, 6.397713, 3.292982], [-3.863474, -2.061741, -0.390280], [-4.038378, -0.143711, -0.071920], [-4.147603, 0.112409, 1.870797], [-5.729596, 0.493126, -0.824439], [-2.586861, 0.843217, -0.938882], [-4.620798, -2.605661, 0.174865], [-2.877886, -2.421660, -0.091220], [-3.998025, -2.290800, -1.447522], [-4.952456, -0.524271, 2.242388], [-4.403341, 1.140854, 2.134006], [-3.229020, -0.161711, 2.386431], [-6.578544, 0.019676, -0.330800], [-5.780148, 0.263090, -1.888775], [-5.821903, 1.573630, -0.707110], [-2.564774, 1.901249, -0.665177], [-2.720136, 0.779952, -2.020394]], "forces_ev_per_a": [[-0.4, -0.1, -0.2], [0.0, 0.0, 0.0], [0.0, 0.0, 0.1], [0.0, 0.0, 0.0], [0.0, 0.0, 0.0], [0.1, 0.1, 0.0], [0.1, -0.1, -0.1], [-0.1, -0.1, 0.0], [0.1, 0.0, 0.0], [0.0, 0.0, 0.0], [0.0, 0.0, 0.0], [0.1, 0.2, 0.0], [0.1, 0.1, 0.2], [0.0, -0.1, -0.1], [0.0, 0.0, 0.0], [0.0, 0.0, 0.0], [0.0, 0.0, 0.0], [0.0, 0.0, 0.0], [0.0, 0.0, 0.0], [0.0, 0.0, 0.0], [0.0, 0.0, 0.0], [0.0, 0.0, 0.0], [0.0, 0.0, 0.0], [0.0, 0.0, 0.0], [0.0, 0.0, 0.0], [0.0, 0.0, 0.0], [0.0, 0.0, 0.0], [0.0, 0.0, 0.0], [0.0, 0.0, 0.0], [0.0, 0.0, 0.0], [0.0, 0.0, 0.0], [0.0, 0.0, 0.0], [0.1, 0.0, -0.1], [0.0, 0.0, 0.0], [0.0, 0.0, 0.0], [0.0, 0.0, 0.0], [0.0, 0.0, 0.0], [0.0, 0.0, 0.0], [0.0, 0.0, 0.0], [0.0, 0.0, 0.0], [0.0, 0.0, 0.0], [0.0, 0.0, 0.0], [0.0, 0.0, 0.0], [0.0, 0.0, 0.0], [0.0, 0.0, 0.0], [0.1, 0.0, 0.1], [0.0, 0.0, 0.0], [0.0, -0.1, 0.0], [-0.1, 0.1, -0.1], [0.1, -0.3, 0.0], [-0.1, 0.2, 0.0], [0.0, -0.1, 0.1], [-0.1, -0.2, 0.1], [-0.1, 0.0, 0.0], [0.0, -0.1, -0.1], [0.1, 0.0, 0.1], [0.0, 0.1, -0.1], [0.0, -0.1, 0.0], [-0.2, 0.0, 0.1], [0.1, 0.1, 0.2], [0.0, 0.2, 0.0], [0.1, 0.2, -0.1], [0.0, 0.0, 0.0], [0.0, 0.0, 0.0], [0.0, 0.0, 0.0], [0.0, 0.0, 0.0], [0.0, 0.0, 0.0], [0.0, 0.0, 0.0], [-0.1, 0.0, 0.0], [0.0, -0.1, 0.0], [0.0, 0.0, 0.0], [0.0, 0.0, 0.0], [0.0, 0.0, 0.0], [0.0, 0.1, 0.0], [0.0, 0.0, -0.1], [0.0, 0.0, 0.0], [0.0, 0.0, 0.0], [0.0, 0.0, 0.1], [0.0, 0.0, 0.0], [0.0, 0.0, -0.1], [0.1, -0.1, -0.1], [0.0, 0.0, 0.0], [0.0, 0.0, 0.0], [0.0, 0.0, 0.0], [0.0, 0.0, 0.0], [0.0, 0.0, 0.0], [0.0, 0.0, 0.0], [0.0, 0.0, 0.0], [0.0, 0.0, 0.0], [0.0, 0.0, 0.0], [0.0, 0.0, 0.0], [0.0, 0.0, 0.0]], "mulliken_charge": [0.85, -1.05, 1.58, -1.50, -1.92, -0.30, -0.79, 0.45, 1.76, -2.05, -1.81, -1.31, 0.39, 1.69, -1.37, -1.32, -2.01, 0.55, 0.08, 0.02, 0.41, 0.36, 0.22, 0.47, 0.42, 0.40, 0.42, 0.43, 0.40, 0.40, 0.33, 0.45, 0.54, 0.44, 0.33, 0.02, 0.21, 0.49, 0.01, 0.46, 0.32, 0.41, 0.43, 0.44, -1.60, 0.48, -0.83, -0.93, -0.66, 0.60, 0.44, -0.48, -0.13, -1.02, -0.96, -0.77, 0.73, -0.03, 0.33, -0.32, 1.31, -1.26, 0.42, 0.37, 0.34, 0.41, 0.45, 0.53, -0.51, 0.75, 0.46, 0.44, 0.52, 0.13, 0.37, 0.58, -1.09, 0.77, -0.95, -1.27, -1.40, 0.46, 0.17, 0.33, 0.52, 0.25, 0.09, 0.39, 0.35, 0.36, 0.63, 0.50], "e_above_lowest_kj_mol": 156.3, "spin_multiplicity": 4, "total_charge": 1, "mol_weight_g_mol": 860.95, "gap_ev": [6.89, 4.26]}

***

Electronic energy in a.u., matching the order above: -5057.200431 -917.460381 -5932.582740
Max |F| in eV/Å, matching the order above: 1.6 3.5 0.4